60
Properties=species:S:1:pos:R:3:forces:R:3 method="wB97M-V/def2-TZVPD" spin_multiplicity=1 lumo_energy_ev=0.27 energy_ha=-4560.2072
In -0.086 0.021 0.262 -0.5 -0.8 -0.9
C -0.065 0.344 4.602 0.0 0.0 0.0
C 0.313 -0.313 3.432 0.1 0.1 0.1
N 0.136 0.495 2.389 -0.2 -0.2 0.0
N -0.369 1.656 2.849 0.0 0.1 0.3
C -0.495 1.589 4.182 0.1 -0.1 0.0
B -0.701 2.830 1.917 0.0 -0.1 -0.3
N 0.456 3.042 0.913 0.1 0.3 0.1
C 1.177 4.148 0.678 0.1 0.0 -0.1
C 1.961 3.931 -0.440 0.0 0.0 0.0
C 1.647 2.630 -0.840 -0.1 0.2 0.1
N 0.740 2.112 -0.017 0.3 -0.1 -0.1
N -1.928 2.471 1.052 -0.2 0.2 0.1
C -3.004 3.225 0.777 -0.1 0.0 -0.1
C -3.710 2.621 -0.244 0.0 0.0 0.0
C -2.977 1.473 -0.546 -0.1 0.1 0.1
N -1.909 1.394 0.245 -0.1 -0.1 0.0
H -0.048 -0.042 5.606 0.0 0.0 0.0
H 0.705 -1.307 3.291 -0.1 0.0 -0.1
H -0.876 2.426 4.743 0.0 0.0 0.0
H -0.894 3.821 2.550 -0.1 0.1 0.0
H 1.081 5.018 1.306 0.0 0.0 0.0
H 2.656 4.612 -0.897 0.0 0.0 0.0
H 2.011 2.049 -1.671 0.0 0.0 0.0
H -3.194 4.135 1.322 0.0 0.0 0.0
H -4.630 2.948 -0.695 0.0 0.0 0.0
H -3.175 0.716 -1.286 0.0 -0.1 0.0
Cl 5.765 -4.511 -0.290 0.0 0.0 0.0
C 4.250 -3.759 0.025 0.0 0.1 0.0
C 4.144 -2.372 0.042 -0.1 -0.1 0.0
Cl 5.525 -1.392 -0.252 0.1 0.0 0.0
C 2.918 -1.773 0.301 -0.1 -0.3 0.0
Cl 2.763 -0.064 0.359 0.5 0.2 0.1
C 1.736 -2.508 0.519 0.2 -0.2 0.0
O 0.578 -1.972 0.733 0.1 0.4 0.1
C 1.883 -3.915 0.501 0.0 0.0 0.0
Cl 0.466 -4.852 0.780 0.0 0.0 0.0
C 3.107 -4.524 0.269 0.0 0.1 0.0
Cl 3.226 -6.239 0.276 0.0 -0.1 0.0
C -1.443 -0.977 -3.665 0.2 -0.2 0.2
P 0.180 -1.255 -2.918 0.3 0.0 -0.8
C 1.372 -1.023 -4.266 -0.2 0.0 0.2
C 0.355 -3.008 -2.521 -0.1 0.4 0.1
O 0.581 -0.254 -1.850 -0.2 0.1 0.5
H -1.450 -1.374 -4.681 0.1 0.0 0.0
H -1.634 0.096 -3.689 0.0 0.0 0.0
H -2.208 -1.479 -3.075 -0.1 0.1 0.0
H 1.207 -1.748 -5.064 0.0 0.0 0.0
H 2.374 -1.158 -3.857 0.0 0.0 0.0
H 1.290 -0.013 -4.666 0.0 0.0 0.0
H -0.029 -3.594 -3.358 0.0 0.0 0.0
H -0.197 -3.254 -1.620 -0.1 0.0 0.1
H 1.412 -3.235 -2.371 0.0 0.0 0.0
F -3.550 -2.954 1.559 0.0 -0.1 0.0
C -3.138 -1.762 1.135 0.1 0.1 0.0
F -4.128 -0.880 1.365 0.0 0.0 0.0
F -2.098 -1.394 1.920 -0.1 0.0 -0.1
C -2.759 -1.776 -0.381 0.1 -0.2 0.1
O -3.549 -2.320 -1.129 0.0 0.1 0.0
O -1.657 -1.217 -0.697 0.0 0.1 0.2


51
Properties=species:S:1:pos:R:3:forces:R:3 method="wB97M-V/def2-TZVPD" spin_multiplicity=2 charge=+1 lumo_energy_ev="-2.87 / -3.19" s2=0.756 energy_ha=-2285.5971
Ti -0.126 0.171 -0.245 -0.1 1.0 -1.0
C 2.993 1.735 -2.967 -0.1 0.0 -0.1
C 2.059 0.721 -2.751 0.3 0.1 0.1
N 1.531 0.820 -1.531 0.0 0.3 -0.6
N 2.106 1.905 -0.949 0.3 0.1 0.0
C 2.986 2.464 -1.797 0.0 -0.1 -0.1
B 1.976 2.168 0.575 0.0 -0.3 -0.1
N 0.537 2.649 0.912 0.1 0.3 0.2
C 0.095 3.846 1.323 0.0 -0.1 0.0
C -1.248 3.732 1.640 -0.1 0.0 0.0
C -1.560 2.398 1.393 0.1 0.2 0.1
N -0.474 1.757 0.948 -0.4 1.0 1.0
N 2.178 0.803 1.273 0.5 0.2 0.2
C 3.010 0.482 2.273 0.0 -0.1 -0.1
C 2.882 -0.870 2.536 -0.1 0.0 0.0
C 1.905 -1.310 1.648 0.3 0.1 0.0
N 1.495 -0.300 0.879 0.6 -0.4 0.9
H 3.578 1.905 -3.854 0.0 0.0 0.0
H 1.809 -0.094 -3.409 -0.1 0.0 0.0
H 3.564 3.327 -1.511 0.0 0.0 0.1
H 2.782 2.967 0.928 0.0 0.1 0.0
H 0.757 4.693 1.387 0.0 0.0 0.0
H -1.904 4.501 2.011 0.0 0.0 0.0
H -2.487 1.869 1.544 0.0 0.0 -0.1
H 3.648 1.221 2.728 0.0 0.0 -0.1
H 3.408 -1.445 3.277 0.0 0.0 0.0
H 1.488 -2.296 1.529 -0.1 0.0 0.0
F -1.779 -1.692 4.610 0.0 0.0 0.0
C -1.713 -1.876 3.287 0.0 0.0 -0.1
C -1.232 -0.855 2.491 -0.1 0.1 0.0
C -1.155 -1.017 1.108 -0.6 -0.8 0.6
C -1.582 -2.250 0.567 0.0 0.1 0.0
C -2.039 -3.262 1.413 0.0 0.1 0.1
F -2.407 -4.455 0.913 0.0 0.0 0.0
C -2.116 -3.098 2.777 0.0 0.0 0.0
C -1.489 -2.342 -0.887 0.0 0.0 0.0
C -2.122 -3.301 -1.679 0.0 -0.1 -0.1
C -2.026 -3.242 -3.053 0.1 0.2 0.1
C -1.298 -2.203 -3.626 0.0 -0.1 -0.1
C -0.701 -1.287 -2.796 0.1 0.0 -0.1
N -0.767 -1.333 -1.451 -0.7 -1.6 -1.1
H -0.902 0.056 2.977 0.0 0.0 0.0
H -2.476 -3.891 3.417 0.0 0.0 0.0
H -2.698 -4.081 -1.210 0.0 0.0 0.0
H -2.519 -3.979 -3.672 0.0 0.0 0.0
H -1.198 -2.109 -4.698 0.0 0.0 0.0
H -0.144 -0.466 -3.226 0.0 0.0 0.1
N -1.483 1.535 -1.618 0.0 -0.3 0.0
H -1.729 1.177 -2.535 0.0 0.0 0.0
H -1.055 2.444 -1.767 0.1 0.0 0.0
H -2.357 1.705 -1.132 -0.1 0.0 0.0


54
Properties=species:S:1:pos:R:3:forces:R:3 method="wB97M-V/def2-TZVPD" spin_multiplicity=1 charge=+1 lumo_energy_ev="-4.30 / -4.19" energy_ha=-2558.7794
Cd -0.959 -0.892 -1.328 0.0 0.1 0.0
C 2.963 -5.408 0.701 0.0 0.0 0.0
C 1.907 -5.204 -0.316 0.0 0.0 0.0
N 1.348 -6.123 -1.029 0.0 0.0 0.0
N 0.448 -5.459 -1.805 0.0 0.1 0.0
C 0.422 -4.142 -1.596 0.0 0.0 0.0
S -0.521 -3.055 -2.487 0.0 0.0 0.0
N 1.358 -3.967 -0.625 0.0 0.0 0.0
N 1.685 -2.734 -0.067 0.0 0.0 0.0
H 3.235 -6.460 0.708 0.0 0.0 0.0
H 2.610 -5.139 1.698 0.0 0.0 0.0
H 3.850 -4.816 0.472 0.0 0.0 0.0
H -0.114 -5.960 -2.475 0.0 0.0 0.0
H 2.502 -2.350 -0.537 0.0 0.0 0.0
H 1.916 -2.882 0.911 0.0 0.0 0.0
O -2.951 3.715 -4.743 -0.1 0.0 0.0
C -2.297 4.236 -3.730 0.1 0.0 0.0
O -2.168 5.421 -3.566 0.0 0.0 0.0
C -1.669 3.281 -2.752 0.0 0.0 0.0
C -0.895 3.679 -1.676 0.0 0.0 0.0
Cl -0.373 5.222 -1.225 0.0 0.0 0.0
N -0.494 2.564 -1.004 0.0 0.0 0.0
N -0.960 1.463 -1.632 -0.1 -0.1 -0.1
C -1.674 1.869 -2.664 0.0 0.1 0.0
C -2.374 0.793 -3.477 -0.1 0.0 0.1
O -2.991 1.136 -4.479 0.0 0.0 0.0
O -2.286 -0.386 -3.009 0.1 -0.1 0.0
C 0.157 2.353 0.223 0.1 -0.1 0.0
C 0.818 1.051 0.426 0.0 0.0 0.0
C 1.873 0.863 2.777 -0.1 0.0 0.1
C 1.136 2.021 3.431 0.0 0.0 0.0
C 0.481 3.084 2.630 0.0 0.0 -0.1
C 0.037 3.214 1.314 0.0 0.1 0.1
H -2.993 2.714 -4.712 0.0 0.0 0.0
H 0.500 -0.860 1.010 0.0 0.0 0.0
H 2.747 0.507 3.310 0.0 0.0 0.0
H 1.524 2.385 4.373 0.0 0.0 0.0
H 0.250 3.953 3.234 0.0 0.0 0.0
H -0.495 4.137 1.130 0.0 0.0 0.0
O -2.720 -0.911 0.278 0.0 0.0 0.0
C -2.516 0.207 1.157 0.0 0.1 0.0
C -1.114 0.157 1.680 0.0 0.0 0.0
C -0.793 0.380 2.945 0.0 0.0 0.0
C 0.564 0.590 3.483 0.0 0.0 0.0
C 2.030 1.185 1.330 0.0 0.0 -0.1
C 2.142 0.554 0.008 0.0 0.1 0.0
N -0.085 -0.091 0.696 0.0 0.0 0.0
H -3.586 -0.840 -0.146 0.0 0.0 0.0
H -3.224 0.177 1.985 0.0 0.0 0.0
H -2.669 1.137 0.596 0.0 0.0 0.0
H -1.594 0.510 3.666 0.0 0.0 0.0
H 0.708 0.136 4.456 0.0 0.0 0.0
H 2.493 2.172 1.250 0.0 0.0 0.0
H 2.810 0.811 -0.800 0.0 0.0 0.0


44
Properties=species:S:1:pos:R:3:forces:R:3 method="wB97M-V/def2-TZVPD" spin_multiplicity=1 lumo_energy_ev=0.46 smiles="Fc1ccc(Cn2cc(C(=S)N3CCOCC3)c3ccccc32)cc1" energy_ha=-1456.3287
F -5.348 -2.383 1.243 0.0 0.0 0.0
C -4.568 -1.534 0.545 0.1 0.1 -0.1
C -4.554 -1.615 -0.835 -0.1 -0.1 0.2
C -3.745 -0.744 -1.543 0.1 0.2 0.1
C -2.968 0.198 -0.883 0.0 0.0 -0.1
C -3.004 0.259 0.506 0.0 -0.1 -0.1
C -3.802 -0.608 1.229 -0.1 -0.1 0.0
H -3.838 -0.571 2.306 0.0 0.0 0.1
H -2.403 0.989 1.027 0.1 0.1 0.1
C -2.090 1.151 -1.663 -0.4 0.0 0.0
N -0.806 1.333 -1.042 0.2 0.0 -0.2
C 0.209 0.429 -1.099 0.4 0.0 0.1
C 1.290 0.862 -0.369 -0.7 -0.1 -0.1
C 0.907 2.129 0.190 -0.4 0.0 -0.1
C 1.543 3.044 1.025 0.0 0.1 0.1
C 0.855 4.174 1.406 0.1 0.0 0.1
C -0.453 4.408 0.977 -0.2 0.0 -0.1
C -1.109 3.516 0.155 -0.2 0.1 0.0
C -0.419 2.375 -0.238 0.5 0.3 0.3
H -2.124 3.701 -0.164 -0.1 0.0 0.0
H -0.962 5.305 1.298 -0.1 0.1 0.0
H 1.332 4.898 2.049 0.1 0.1 0.1
H 2.556 2.869 1.352 0.1 0.0 0.0
C 2.592 0.237 -0.257 0.6 -0.3 -0.2
N 2.682 -1.104 -0.161 -0.1 0.3 0.0
C 3.991 -1.729 -0.131 0.3 -0.4 0.0
C 3.851 -3.230 -0.343 0.1 0.1 -0.2
H 3.411 -3.419 -1.334 0.1 0.0 0.1
O 3.065 -3.857 0.654 0.0 -0.2 0.0
C 2.070 -3.015 1.196 -0.2 0.2 0.1
H 1.246 -3.665 1.503 0.0 0.1 0.0
C 1.580 -1.975 0.189 -0.3 -0.5 0.2
H 0.771 -1.386 0.627 0.1 -0.1 -0.1
H 1.196 -2.490 -0.701 -0.1 0.0 0.1
H 2.458 -2.498 2.086 -0.1 0.0 -0.1
H 4.833 -3.708 -0.307 -0.1 0.1 -0.1
H 4.489 -1.522 0.825 0.0 0.0 -0.1
H 4.605 -1.291 -0.923 0.0 -0.1 0.1
S 3.964 1.164 -0.312 0.3 0.3 0.0
H 0.110 -0.449 -1.709 0.0 -0.2 -0.1
H -1.946 0.771 -2.679 0.0 0.1 0.1
H -2.579 2.128 -1.734 0.1 -0.1 -0.1
H -3.723 -0.798 -2.621 0.0 0.0 -0.1
H -5.163 -2.350 -1.337 -0.1 -0.1 0.0